Density functional theory data (ωB97M-V/def2-TZVPD) for C5H5O2 as an isolated structure.

Properties
energy = -9359.5323 eV
relative energy (zero: lowest compared OMol25 entry of this formula, charge and spin) = 49.81 kcal per mole
frontier orbital gap = 7.41 eV
max |F| = 4.10 eV Å⁻¹

```
! wB97M-V def2-TZVPD RIJCOSX def2/J DEFGRID3
* xyz -1 1
C 0.60056 -0.10842 -0.72859
C -0.09047 1.01952 -0.77282
C -2.73940 -0.00649 -0.01945
C -0.09804 -0.75716 0.45540
C -0.93868 0.49027 0.42256
O -2.51415 -0.94492 -0.72751
O -3.65251 0.62320 0.43539
H 1.16596 -0.61899 -1.47553
H 0.08541 2.02190 -1.19042
H -0.46963 -1.75283 0.23597
H 0.60161 -0.79695 1.30768
H -0.83519 1.15142 1.25302
*
```

***

Density functional theory data (ωB97M-V/def2-TZVPD) for C24H19AlF6N5O4S3 as an isolated structure.

Properties
energy = -96245.3278 eV
relative energy (zero: lowest compared OMol25 entry of this formula, charge and spin) = 0.00 kcal per mole
frontier orbital gap = 7.52 eV
max |F| = 0.65 eV Å⁻¹

```
! wB97M-V def2-TZVPD RIJCOSX def2/J DEFGRID3
* xyz 1 1
Al -0.87195 0.32716 0.00134
C -2.67547 -0.52104 2.93668
C -1.22131 -0.21907 3.13709
C -0.68041 -0.43688 4.40152
C 0.64897 -0.18533 4.65235
C 1.43329 0.28662 3.61702
C 0.84969 0.47071 2.38567
N -0.45305 0.23425 2.12540
C 1.67311 0.85692 1.21738
C 2.96509 1.33841 1.29417
C 3.65666 1.56690 0.11579
C 3.05438 1.30356 -1.10276
C 1.75028 0.84732 -1.10841
N 1.08178 0.66425 0.03281
C 0.97674 0.53459 -2.33257
C 1.61732 0.28316 -3.52318
C 0.84475 -0.02379 -4.63162
C -0.52335 -0.02561 -4.49390
C -1.11640 0.24228 -3.26125
C -2.61251 0.24609 -3.18652
N -0.36545 0.49432 -2.17106
H -3.10161 -0.87310 3.87261
H -2.82240 -1.28953 2.17769
H -3.22158 0.36105 2.61289
H -1.32495 -0.82056 5.17932
H 1.07581 -0.37323 5.62916
H 2.48979 0.45784 3.75725
H 3.42665 1.53460 2.24952
H 4.66987 1.94554 0.14820
H 3.58539 1.46750 -2.02810
H 2.69574 0.29166 -3.58100
H 1.30851 -0.25284 -5.58241
H -1.16321 -0.25219 -5.33566
H -3.02412 0.23458 -4.19342
H -2.98283 1.12291 -2.66246
H -2.97697 -0.63562 -2.65729
S -3.15703 0.62572 -0.03829
C -2.57968 2.26520 0.07714
C -3.34008 3.43662 0.13924
C -2.67902 4.64281 0.22325
C -1.28101 4.68477 0.24520
C -0.59584 3.50038 0.18251
N -1.23046 2.32005 0.10134
H -4.41885 3.37093 0.11997
H -3.24349 5.56518 0.27192
H -0.74597 5.62117 0.30929
H 0.48844 3.46606 0.19336
F -0.96184 -5.14618 -0.66671
C -1.03360 -4.05756 0.07540
F -2.30258 -3.80353 0.38955
F -0.33096 -4.21305 1.18641
S -0.39331 -2.64302 -0.93269
O -0.83534 -1.50801 -0.07342
O -1.05390 -2.72813 -2.19546
N 1.13752 -2.66587 -1.09714
S 2.23933 -2.44976 0.05569
O 1.67082 -2.16128 1.34476
O 3.24754 -1.58546 -0.47406
C 3.03533 -4.13911 0.18613
F 4.18475 -4.12145 -0.46242
F 3.25307 -4.39097 1.46995
F 2.25994 -5.08898 -0.32318
*
```

***

Density functional theory data (ωB97M-V/def2-TZVPD) for a 2-piece molecular cluster, C4H13BrN2Si overall.

Properties
energy = -85256.0938 eV
relative energy (zero: lowest compared OMol25 entry of this formula, charge and spin) = 92.56 kcal per mole
frontier orbital gap (spin up / spin down) = 3.90 / 3.91 eV
max |F| = 3.85 eV Å⁻¹

```
! wB97M-V def2-TZVPD RIJCOSX def2/J DEFGRID3
* xyz 0 1
C 2.17377 -0.81692 -1.52800
C -0.30539 -0.98390 -2.03133
C 0.09806 1.62232 0.78955
C -1.16717 0.25060 2.29968
N 0.79772 -0.68030 -1.10450
N -0.26838 0.27475 1.19166
Si 0.32471 -1.15068 0.44569
Br -3.64711 2.89864 1.28970
H 2.74402 0.04462 -1.09580
H 2.53752 -1.67657 -1.11282
H 2.26780 -0.84857 -2.67766
H 0.10829 -1.62077 -2.78651
H -1.17973 -1.53164 -1.70883
H -0.50811 -0.03760 -2.51054
H -0.73351 2.26163 0.89696
H 0.92627 2.11671 1.37820
H 0.44401 1.61101 -0.19090
H -1.01312 1.01860 3.03210
H -2.20206 0.53334 1.89589
H -1.29089 -0.72849 2.95234
H -0.10671 -2.55679 0.57512
*
```

***

Density functional theory data (ωB97M-V/def2-TZVPD) for one molecule with the formula C5H11NO.

Properties
energy = -8899.2853 eV
relative energy (zero: lowest compared OMol25 entry of this formula, charge and spin) = 55.62 kcal per mole
frontier orbital gap = 9.69 eV
max |F| = 4.11 eV Å⁻¹
SMILES = CCNCCC=O

```
! wB97M-V def2-TZVPD RIJCOSX def2/J DEFGRID3
* xyz 0 1
C 1.90055 1.16178 0.71158
C 1.13377 -0.13528 0.96056
N 0.42953 -0.60936 -0.24409
C -0.82000 -1.36970 -0.27632
C -1.99990 -0.40540 -0.57976
C -1.18227 0.87823 -0.79136
O -1.36351 1.93067 -0.22693
H 2.36223 1.04239 -0.28424
H 1.27842 2.03270 0.57925
H 2.73572 1.26321 1.40516
H 0.44618 0.01114 1.78551
H 1.83967 -0.92722 1.25586
H 1.11824 -0.80882 -0.93754
H -0.99400 -1.83109 0.69388
H -0.66551 -2.20026 -0.95878
H -2.56442 -0.59662 -1.48318
H -2.68537 -0.41563 0.26905
H -0.96931 0.97925 -1.87866
*
```

***

Density functional theory data (ωB97M-V/def2-TZVPD) for one molecule with the formula C7H16ClO4P.

Properties
energy = -37517.0909 eV
frontier orbital gap = 10.00 eV
max |F| = 7.88 eV Å⁻¹
SMILES = CC(C)CO[P@@](=O)(O)OCCCCl

```
! wB97M-V def2-TZVPD RIJCOSX def2/J DEFGRID3
* xyz 0 1
C -1.26362 2.54934 2.16566
C -0.84683 1.59672 0.86170
C -0.58339 2.56656 -0.43013
C -1.95161 0.40952 0.64168
O -2.36116 0.17522 -0.74992
P -1.28703 -0.90744 -1.59065
O -2.15133 -1.52730 -2.80293
O -0.02788 0.03593 -2.34223
O -0.73023 -2.26892 -0.65875
C 0.51941 -1.98446 0.06318
C 1.88407 -2.08486 -0.84225
C 3.13383 -2.48307 0.18037
Cl 4.66169 -1.55930 -0.44066
H -2.14795 2.05912 2.79563
H -1.48343 3.66098 1.86914
H -0.33656 2.57819 2.91613
H 0.21499 1.13814 1.15650
H -1.41665 2.55288 -1.25071
H -0.39975 3.68109 -0.04663
H 0.43278 2.21619 -0.92350
H -2.93503 0.75845 1.22161
H -1.62695 -0.59871 1.18988
H -0.52502 0.63029 -3.00870
H 0.50408 -0.95429 0.61794
H 0.61351 -2.81762 0.91202
H 1.80385 -2.80059 -1.77151
H 2.12591 -0.97133 -1.19714
H 3.31450 -3.65240 0.24515
H 2.86579 -1.99832 1.21914
*
```

***

Density functional theory data (ωB97M-V/def2-TZVPD) for C10H11FN2O4S2Zn as an isolated structure.

Properties
energy = -94499.6371 eV
relative energy (zero: lowest compared OMol25 entry of this formula, charge and spin) = 0.00 kcal per mole
frontier orbital gap = 3.08 eV
max |F| = 4.24 eV Å⁻¹

```
! wB97M-V def2-TZVPD RIJCOSX def2/J DEFGRID3
* xyz 2 1
C 3.22772 -0.66991 1.30160
C 2.24515 0.23230 0.44074
O 2.02938 -0.28436 -0.87211
C 1.58116 0.69825 -1.78168
C 0.03812 0.53373 -2.20552
C -0.74780 0.13137 -0.94018
C -1.16673 1.14238 0.03924
S -0.85570 2.91986 -0.11676
O 0.41535 3.30734 0.42601
O -1.01593 3.40251 -1.45771
F -2.00784 3.59249 0.80442
C -1.87137 0.70088 1.24307
C -2.13408 -0.73989 1.43892
O -2.76563 -1.10675 2.60298
C -1.74426 -1.76703 0.46808
N -1.92026 -3.13156 0.47544
S -1.15558 -3.64786 -0.95583
N -0.61498 -2.25438 -1.66682
C -1.02472 -1.30501 -0.75999
H 4.13736 -0.05825 1.50261
H 2.73358 -0.87725 2.28712
H 3.44327 -1.64006 0.80258
H 1.24114 0.16953 0.97918
H 2.54142 1.30698 0.47868
H 1.82095 1.74938 -1.46971
H 2.16484 0.53705 -2.73221
H -0.11057 -0.22433 -3.00960
H -0.30262 1.51504 -2.62090
H -2.17592 1.46818 1.98657
H -2.04067 -1.12194 3.26916
Zn -3.96479 -4.57869 0.04264
*
```